Below is a molecular structure, C29H36N6OP2Pt, with properties calculated with ωB97M-V with the def2-TZVPD basis set.

Each line ends with the Mulliken charge.
Geometry (Å):
Pt -0.064 -0.087 0.211  1.41
C -0.450 0.718 3.834  -1.46
P 0.119 -0.426 2.540  0.90
C 1.810 -0.814 3.085  -1.41
C -0.868 -1.934 2.892  -1.04
C -0.716 -2.951 1.772  -1.13
P -1.230 -2.179 0.188  0.65
C -3.039 -2.386 0.164  -1.40
C -0.693 -3.359 -1.088  -1.40
H -0.264 0.252 4.801  0.48
H -1.515 0.921 3.733  0.42
H 0.103 1.656 3.776  0.43
H 1.795 -1.189 4.107  0.53
H 2.398 0.104 3.047  0.39
H 2.265 -1.550 2.425  0.35
H -1.909 -1.612 2.977  0.36
H -0.577 -2.351 3.858  0.60
H -1.306 -3.849 1.973  0.56
H 0.327 -3.257 1.658  0.37
H -3.270 -3.441 0.308  0.47
H -3.424 -2.063 -0.803  0.41
H -3.521 -1.795 0.941  0.39
H -1.043 -4.362 -0.846  0.49
H 0.394 -3.355 -1.158  0.32
H -1.115 -3.054 -2.046  0.40
C -5.940 8.697 -8.739  -0.85
O -5.185 7.535 -9.055  -0.45
C -4.684 6.796 -8.063  0.93
C -4.849 7.079 -6.704  -0.41
C -4.288 6.250 -5.755  -0.83
C -3.553 5.123 -6.126  0.47
C -3.395 4.847 -7.490  -0.44
C -3.949 5.665 -8.444  -0.86
C -2.982 4.285 -5.089  0.25
N -3.106 4.493 -3.791  -0.84
C -2.426 3.489 -3.185  1.15
C -1.866 2.634 -4.125  -0.17
N -2.233 3.160 -5.334  -0.11
C -1.085 1.501 -3.776  0.21
C -0.490 0.609 -4.683  -0.55
C 0.276 -0.431 -4.210  -1.28
C 0.436 -0.581 -2.833  -0.21
N -0.137 0.231 -1.963  -0.27
C -0.893 1.266 -2.394  0.38
C -1.484 2.136 -1.409  0.34
N -1.285 1.832 -0.114  -0.50
C -1.812 2.598 0.823  0.16
C -2.573 3.732 0.531  -0.99
C -2.797 4.063 -0.784  -0.62
C -2.250 3.253 -1.788  0.02
H -6.236 9.127 -9.690  0.25
H -5.339 9.420 -8.184  0.35
H -6.832 8.443 -8.162  0.35
H -5.413 7.946 -6.392  0.41
H -4.412 6.466 -4.703  0.47
H -2.834 3.980 -7.821  0.25
H -3.832 5.459 -9.499  0.43
H -1.991 2.805 -6.242  0.18
H -0.629 0.739 -5.748  0.46
H 0.754 -1.127 -4.883  0.46
H 1.055 -1.372 -2.431  0.68
H -1.630 2.313 1.851  0.09
H -2.973 4.332 1.336  0.46
H -3.386 4.925 -1.068  0.61
C 5.406 -0.088 -1.384  -0.77
N 4.678 0.104 -0.123  -0.01
C 5.382 0.334 1.146  -0.74
C 3.378 0.007 -0.108  0.16
N 2.222 -0.073 -0.110  -0.54
H 6.470 -0.020 -1.183  0.28
H 5.142 0.680 -2.111  0.32
H 5.197 -1.069 -1.810  0.32
H 6.449 0.344 0.953  0.28
H 5.167 -0.461 1.861  0.32
H 5.100 1.293 1.582  0.31

As for the total charge: +2. Its energy above the lowest of the compared OMol25 structures with the same formula, charge and spin is 20.0 kcal/mol.